(1)
Molecular formula: C22H20BrCl4N4O4PY
Method: DFT, ωB97M-V with the def2-TZVPD basis set

Summary:
HOMO = -0.405 hartree
HOMO-LUMO gap = 7.47 eV
Total charge = +1

Each line ends with the Löwdin charge.
Cartesian coordinates (Å):
Y1 0.764 -1.787 -0.799  1.45
Cl1 -1.956 -5.894 4.879  0.70
C1 -1.215 -4.783 3.787  -0.67
C2 -0.721 -3.562 4.279  -0.06
C3 -0.129 -2.652 3.443  0.01
C4 -0.001 -2.906 2.060  -0.32
O1 0.540 -2.017 1.280  -0.23
C5 -0.487 -4.159 1.570  -0.12
C6 -0.330 -4.561 0.217  -0.13
O2 0.208 -3.903 -0.703  -0.14
C7 -1.094 -5.080 2.459  -0.05
H1 -0.814 -3.349 5.335  0.12
H2 0.258 -1.718 3.828  0.12
H3 -0.708 -5.558 -0.041  0.15
H4 -1.457 -6.025 2.077  0.12
Cl2 0.501 -2.987 -6.084  0.66
C8 -0.344 -1.586 -5.409  -1.60
Cl3 0.637 -0.120 -5.563  0.66
Cl4 -1.938 -1.377 -6.161  0.66
C9 -0.531 -1.821 -3.985  -0.34
N1 -0.668 -2.003 -2.862  0.16
Br1 2.704 5.010 -3.103  0.77
C10 3.366 3.580 -2.056  -0.67
C11 4.478 3.769 -1.246  -0.10
C12 4.952 2.717 -0.475  -0.05
C13 4.319 1.485 -0.502  0.00
C14 3.207 1.310 -1.319  -0.15
C15 2.729 2.356 -2.104  -0.07
C16 2.477 0.026 -1.342  -0.58
O3 2.811 -0.933 -0.578  -0.08
O4 1.444 -0.110 -2.077  -0.18
H5 4.967 4.733 -1.222  0.11
H6 5.819 2.868 0.153  0.12
H7 4.670 0.658 0.099  0.12
H8 1.866 2.204 -2.738  0.11
C17 -3.426 2.101 0.377  -0.18
N2 -2.994 1.254 1.487  -0.15
C18 -2.042 2.002 2.305  -0.18
N3 -0.897 2.505 1.549  -0.14
C19 -1.386 3.319 0.438  -0.17
N4 -2.320 2.610 -0.432  -0.15
C20 -1.663 1.549 -1.180  -0.30
P1 -0.943 0.266 -0.048  0.99
C21 -2.433 -0.007 1.023  -0.30
C22 -0.036 1.427 1.091  -0.29
H9 -3.960 2.956 0.794  0.13
H10 -4.114 1.541 -0.260  0.13
H11 -1.686 1.366 3.118  0.13
H12 -2.565 2.857 2.736  0.13
H13 -0.537 3.670 -0.153  0.13
H14 -1.901 4.185 0.856  0.13
H15 -0.862 1.970 -1.794  0.09
H16 -2.383 1.079 -1.856  0.09
H17 -2.149 -0.622 1.882  0.09
H18 -3.192 -0.557 0.460  0.10
H19 0.828 1.846 0.566  0.09
H20 0.339 0.858 1.946  0.09

=====

(2)
Molecular formula: C22H20Cl2F3N5O5OsS
Method: DFT, ωB97M-V with the def2-TZVPD basis set

Summary:
HOMO (spin up / spin down) = -0.520 / -0.542 hartree
HOMO-LUMO gap (spin up / spin down) = 7.87 / 6.37 eV
Spin multiplicity = 5
Total charge = +2

Each line ends with the Löwdin charge.
Cartesian coordinates (Å):
Os1 0.346 0.594 0.213  1.69
Cl1 5.168 -0.394 0.033  0.86
C1 4.014 -1.498 -0.526  -0.55
C2 4.398 -2.662 -1.168  -0.08
C3 3.450 -3.564 -1.618  -0.55
Cl2 3.969 -4.983 -2.387  0.87
C4 2.040 -3.329 -1.442  -0.15
C5 1.034 -4.217 -1.850  0.03
C6 -0.279 -3.889 -1.618  0.01
C7 -0.577 -2.676 -0.993  -0.08
N1 0.354 -1.822 -0.609  0.07
C8 1.642 -2.140 -0.824  -0.17
C9 2.630 -1.191 -0.329  -0.32
O1 2.280 -0.131 0.270  -0.15
H1 5.448 -2.869 -1.316  0.13
H2 1.296 -5.148 -2.334  0.11
H3 -1.080 -4.551 -1.916  0.13
H4 -1.607 -2.389 -0.818  0.11
C10 -0.720 3.720 3.463  0.03
C11 -0.413 3.321 2.050  -0.49
O2 0.428 2.441 1.797  -0.07
N2 -1.079 3.952 1.079  0.10
C12 -0.827 3.696 -0.324  -0.09
C13 -1.584 2.524 -0.893  -0.27
C14 -2.213 2.611 -2.097  0.00
C15 -2.602 1.401 -2.714  -0.06
C16 -3.011 0.387 -1.820  -0.02
C17 -2.415 0.371 -0.598  -0.14
N3 -1.529 1.335 -0.207  -0.10
H5 -0.033 3.216 4.136  0.09
H6 -1.746 3.440 3.712  0.10
H7 -0.627 4.798 3.591  0.10
H8 -1.787 4.622 1.334  0.16
H9 0.247 3.530 -0.452  0.13
H10 -1.072 4.588 -0.895  0.15
H11 -2.268 3.547 -2.634  0.14
H12 -3.139 1.482 -3.648  0.15
H13 -3.702 -0.384 -2.128  0.13
H14 -2.589 -0.428 0.111  0.09
F1 1.244 0.041 -5.349  0.20
C18 1.475 -0.019 -4.060  -0.67
F2 2.747 0.259 -3.805  0.17
F3 1.210 -1.249 -3.610  0.15
S1 0.397 1.198 -3.188  0.64
O3 -0.926 0.649 -3.463  -0.25
O4 0.674 2.502 -3.673  -0.19
O5 0.822 0.990 -1.758  -0.45
C19 -2.059 -1.496 4.751  0.03
N4 -1.019 -1.027 3.835  -0.09
C20 0.331 -1.000 4.099  -0.01
C21 0.933 -0.498 2.995  -0.08
N5 -0.043 -0.223 2.055  -0.14
C22 -1.207 -0.552 2.606  -0.11
H15 -2.074 -0.868 5.639  0.11
H16 -1.857 -2.527 5.032  0.11
H17 -3.021 -1.439 4.251  0.10
H18 0.735 -1.328 5.041  0.14
H19 1.973 -0.292 2.812  0.12
H20 -2.177 -0.431 2.157  0.13

=====

(3)
Molecular formula: C22H20Cl2IrN3O4S
Method: DFT, ωB97M-V with the def2-TZVPD basis set

Summary:
HOMO = -0.284 hartree
HOMO-LUMO gap = 7.33 eV
Total charge = 0

Each line ends with the Löwdin charge.
Cartesian coordinates (Å):
Ir1 1.376 0.264 0.684  0.90
Cl1 1.771 -1.264 -0.966  0.08
C1 2.005 -2.592 2.233  -0.31
C2 1.810 -3.940 2.397  0.00
C3 2.899 -4.785 2.226  -0.07
C4 4.138 -4.257 1.907  -0.11
C5 4.296 -2.887 1.747  -0.67
Cl2 5.867 -2.281 1.343  0.68
C6 3.228 -2.007 1.897  -0.62
S1 3.371 -0.263 1.717  0.61
H1 0.831 -4.312 2.665  0.13
H2 2.783 -5.853 2.348  0.11
H3 4.995 -4.902 1.774  0.10
N1 0.577 1.049 2.412  -0.09
N2 0.419 0.206 3.533  0.06
C7 0.889 -1.090 3.605  -0.57
O1 1.140 -1.616 4.647  0.16
O2 0.914 -1.704 2.387  -0.06
H4 1.225 1.812 2.621  0.12
H5 -0.335 1.439 2.189  0.12
H6 0.380 0.674 4.425  0.16
C8 -5.258 1.194 -1.376  -0.05
C9 -4.027 0.505 -0.853  -0.22
C10 -4.130 -0.777 -0.323  -0.04
C11 -3.022 -1.452 0.159  -0.06
C12 -1.778 -0.846 0.107  -0.03
C13 -1.666 0.429 -0.423  -0.22
N3 -0.350 1.050 -0.445  -0.07
C14 0.244 1.349 -1.732  -0.29
C15 -0.161 0.712 -2.887  -0.05
C16 0.494 0.997 -4.078  -0.06
C17 1.532 1.914 -4.112  -0.06
C18 1.928 2.548 -2.944  0.00
C19 1.302 2.259 -1.742  -0.10
C20 1.794 2.932 -0.488  -0.54
O3 2.156 4.082 -0.483  0.11
O4 1.840 2.201 0.628  -0.25
C21 -2.775 1.133 -0.901  -0.16
C22 -2.640 2.525 -1.459  -0.01
H7 -6.135 0.562 -1.247  0.08
H8 -5.164 1.425 -2.439  0.09
H9 -5.448 2.136 -0.859  0.08
H10 -5.103 -1.251 -0.289  0.11
H11 -3.121 -2.449 0.566  0.11
H12 -0.890 -1.365 0.443  0.07
H13 -0.388 1.934 0.059  0.11
H14 -0.962 -0.014 -2.857  0.13
H15 0.190 0.489 -4.984  0.11
H16 2.036 2.131 -5.044  0.11
H17 2.735 3.269 -2.945  0.13
H18 -2.449 2.503 -2.534  0.10
H19 -1.815 3.078 -1.009  0.08
H20 -3.547 3.103 -1.297  0.08

=====

(4)
Molecular formula: C22H20ClI2N2O2ReS2
Method: DFT, ωB97M-V with the def2-TZVPD basis set

Summary:
HOMO (spin up / spin down) = -0.391 / -0.396 hartree
HOMO-LUMO gap (spin up / spin down) = 6.90 / 6.57 eV
Spin multiplicity = 4
Total charge = +1

Each line ends with the Löwdin charge.
Cartesian coordinates (Å):
Re1 -0.132 -0.145 -0.934  1.32
I1 5.961 4.369 -1.468  0.92
C1 4.478 2.926 -1.640  -0.74
C2 4.816 1.613 -1.947  -0.21
C3 3.821 0.659 -2.036  -0.63
I2 4.335 -1.299 -2.507  0.99
C4 2.479 0.984 -1.821  -0.38
O1 1.556 -0.021 -1.881  -0.36
C5 2.147 2.308 -1.557  -0.15
C6 0.748 2.853 -1.351  -0.14
N1 -0.372 1.910 -1.641  -0.15
C7 -1.692 2.473 -1.251  -0.12
C8 -2.585 1.485 -0.548  -0.26
C9 -3.882 1.828 -0.233  0.00
C10 -4.641 0.964 0.538  -0.01
C11 -4.075 -0.221 0.984  -0.01
C12 -2.787 -0.525 0.611  -0.12
N2 -2.054 0.305 -0.164  -0.09
C13 3.157 3.268 -1.458  -0.12
H1 5.847 1.334 -2.115  0.09
H2 0.628 3.175 -0.317  0.08
H3 0.613 3.728 -1.990  0.14
H4 -0.369 1.750 -2.650  0.15
H5 -1.512 3.297 -0.559  0.12
H6 -2.203 2.889 -2.120  0.14
H7 -4.284 2.774 -0.572  0.13
H8 -5.661 1.218 0.794  0.13
H9 -4.623 -0.913 1.608  0.13
H10 -2.302 -1.442 0.913  0.09
H11 2.891 4.297 -1.244  0.11
C14 0.474 -6.002 -1.593  -0.06
O2 -0.233 -4.740 -1.588  -0.23
C15 0.400 -3.668 -1.148  -1.20
S1 1.925 -3.592 -0.597  0.70
S2 -0.795 -2.341 -1.263  0.63
H12 -0.296 -6.752 -1.727  0.10
H13 1.008 -6.143 -0.658  0.07
H14 1.175 -6.009 -2.425  0.10
Cl1 -0.245 2.155 1.974  0.75
C16 -0.461 0.545 2.651  -0.59
C17 -1.242 0.429 3.789  -0.10
C18 -1.413 -0.820 4.368  -0.07
C19 -0.792 -1.930 3.811  -0.06
C20 -0.013 -1.788 2.672  -0.04
C21 0.167 -0.546 2.060  -0.33
C22 0.987 -0.456 0.819  -0.23
H15 -1.701 1.310 4.217  0.11
H16 -2.019 -0.919 5.259  0.11
H17 -0.907 -2.905 4.266  0.11
H18 0.472 -2.653 2.233  0.11
H19 1.503 -1.389 0.599  -0.01
H20 1.703 0.373 0.837  0.08

=====

(5)
Molecular formula: C22H20ClN4PdSTe
Method: DFT, ωB97M-V with the def2-TZVPD basis set

Summary:
HOMO = -0.377 hartree
HOMO-LUMO gap = 7.47 eV
Total charge = +1

Each line ends with the Löwdin charge.
Cartesian coordinates (Å):
Pd1 0.463 -0.133 0.782  0.43
C1 -1.611 2.515 4.057  -0.03
C2 -1.437 1.556 3.049  -0.15
N1 -0.458 1.601 2.170  0.08
C3 0.387 2.656 2.208  -0.15
C4 0.303 3.658 3.181  -0.14
C5 -0.726 3.557 4.134  0.01
C6 1.240 4.748 3.167  -0.01
C7 2.176 4.840 2.203  -0.01
C8 2.259 3.853 1.162  -0.14
C9 3.194 3.937 0.115  0.01
C10 3.207 2.970 -0.855  -0.03
C11 2.292 1.914 -0.764  -0.13
N2 1.411 1.807 0.210  0.02
C12 1.382 2.764 1.165  -0.15
H1 -2.429 2.414 4.756  0.11
H2 -2.114 0.716 2.973  0.09
H3 -0.818 4.313 4.903  0.13
H4 1.165 5.500 3.942  0.12
H5 2.874 5.668 2.184  0.12
H6 3.887 4.769 0.084  0.13
H7 3.904 3.005 -1.680  0.11
H8 2.276 1.130 -1.512  0.07
Te1 0.104 -1.178 -1.550  0.59
S1 -2.185 -0.343 -1.417  0.43
C13 -3.121 -1.747 -1.141  -0.79
N3 -2.672 -2.986 -1.003  0.02
C14 -3.773 -3.952 -0.959  -0.10
C15 -4.987 -3.042 -0.691  -0.10
N4 -4.446 -1.719 -1.011  0.04
H9 -1.712 -3.207 -1.239  0.05
H10 -3.621 -4.677 -0.163  0.12
H11 -3.854 -4.480 -1.910  0.13
H12 -5.300 -3.082 0.353  0.12
H13 -5.836 -3.282 -1.326  0.12
H14 -4.982 -0.870 -1.046  0.15
Cl1 -0.780 -1.239 4.541  0.73
C16 0.783 -0.720 3.974  -0.61
C17 1.507 0.139 4.773  -0.10
C18 2.778 0.544 4.372  -0.06
C19 3.327 0.048 3.201  -0.07
C20 2.591 -0.823 2.409  -0.06
C21 1.280 -1.207 2.753  -0.37
C22 0.463 -1.909 1.750  -0.24
H15 1.083 0.483 5.706  0.11
H16 3.346 1.221 4.996  0.11
H17 4.330 0.327 2.908  0.11
H18 3.025 -1.241 1.508  0.11
H19 -0.507 -2.261 2.083  0.03
H20 0.996 -2.661 1.177  0.04

=====

(6)
Molecular formula: C22H20F6O19S4V
Method: DFT, ωB97M-V with the def2-TZVPD basis set

Summary:
HOMO (spin up / spin down) = 0.124 / 0.124 hartree
HOMO-LUMO gap (spin up / spin down) = 2.52 / 2.53 eV
Spin multiplicity = 2
Total charge = -4

Each line ends with the Löwdin charge.
Cartesian coordinates (Å):
O1 17.338 -26.183 -8.729  -0.27
V1 18.804 -26.109 -9.242  1.08
C1 24.368 -26.834 -10.914  -0.03
C2 24.434 -26.824 -12.336  -0.42
C3 23.224 -26.166 -13.040  -0.36
O2 23.472 -25.530 -14.066  0.00
C4 21.930 -26.242 -12.373  0.00
C5 21.919 -26.246 -10.976  -0.34
C6 23.216 -26.484 -10.245  -0.42
O3 23.217 -26.168 -9.029  -0.01
O4 20.769 -26.270 -10.396  -0.13
O5 25.441 -27.078 -13.026  -0.09
H1 25.300 -26.851 -10.364  0.09
H2 21.035 -26.063 -12.940  0.08
C7 18.065 -21.825 -10.296  -0.01
C8 18.978 -22.615 -9.618  -0.31
C9 20.396 -22.129 -9.396  -0.41
O6 21.282 -22.841 -8.861  -0.01
C10 20.720 -20.831 -9.757  -0.03
C11 19.826 -20.021 -10.553  -0.41
C12 18.361 -20.509 -10.681  -0.40
O7 17.550 -19.692 -11.163  -0.06
O8 20.127 -19.003 -11.192  -0.08
O9 18.622 -23.776 -9.186  -0.11
H3 17.015 -22.055 -10.444  0.10
H4 21.730 -20.462 -9.633  0.08
C13 18.354 -25.461 -13.734  -0.67
F1 17.619 -24.980 -14.734  0.12
F2 19.169 -26.441 -14.136  0.11
F3 19.094 -24.443 -13.311  0.15
S1 17.189 -26.038 -12.377  0.52
O10 16.417 -24.813 -12.170  -0.30
O11 16.439 -27.078 -13.060  -0.34
O12 17.976 -26.479 -11.232  -0.38
C14 19.321 -24.056 -5.262  -0.65
F4 19.983 -23.716 -4.148  0.09
F5 18.060 -24.419 -5.030  0.11
F6 19.273 -22.943 -5.995  0.13
S2 20.387 -25.415 -6.089  0.55
O13 19.674 -25.750 -7.339  -0.37
O14 21.668 -24.780 -6.201  -0.27
O15 20.303 -26.509 -5.100  -0.36
C15 21.532 -29.478 -11.481  -0.19
C16 20.260 -30.047 -12.148  -0.22
C17 19.054 -29.479 -11.408  -0.20
S3 19.541 -29.604 -9.653  0.75
O16 19.189 -30.894 -9.075  -0.35
O17 19.272 -28.337 -8.986  -0.36
C18 21.340 -29.641 -9.972  -0.18
H5 21.398 -28.398 -11.630  0.08
H6 22.448 -29.806 -11.960  0.12
H7 20.303 -31.134 -12.004  0.10
H8 20.110 -29.767 -13.191  0.11
H9 18.035 -29.802 -11.600  0.11
H10 19.113 -28.408 -11.631  0.08
H11 21.533 -30.652 -9.604  0.08
H12 21.888 -28.918 -9.370  0.11
C19 13.482 -29.407 -6.526  -0.25
C20 13.517 -28.105 -5.697  -0.21
C21 14.925 -28.016 -5.044  -0.19
S4 16.054 -29.045 -6.125  0.69
O18 16.461 -30.246 -5.421  -0.34
O19 17.014 -28.116 -6.672  -0.30
C22 14.745 -29.367 -7.343  -0.24
H13 12.681 -29.494 -7.267  0.11
H14 13.338 -30.311 -5.930  0.11
H15 12.680 -28.156 -4.999  0.10
H16 13.368 -27.198 -6.283  0.11
H17 14.962 -28.398 -4.019  0.08
H18 15.478 -27.094 -4.861  0.10
H19 15.091 -30.173 -7.990  0.11
H20 14.688 -28.493 -7.995  0.12

=====

Record-wise energy relative to the best compared isomer or geometry (same formula, charge and spin) values, in kcal per mole: 0.0 42.6 0.0 30.4 2.5 0.0
Record-wise max |F| values, in eV/A: 0.86 3.00 0.53 0.86 0.72 3.73
Record-wise electronic energy values, in eV: -167751.503 -87311.300 -74519.503 -82732.088 -63226.238 -147368.421